# CH2N4O

The molecule CH2N4O in a non-equilibrium geometry (wB97M-V/def2-TZVPD, OMol25).

Calculated values
ΔE to the lowest compared entry with this formula, charge and spin (kJ/mol): 167.6
LUMO (eV): -0.2
HOMO-LUMO gap (eV): 9.6

```
! wB97M-V def2-TZVPD RIJCOSX def2/J DEFGRID3
* xyz 0 1
O -2.1563 -0.4170 -0.1455
C -0.9120 -0.4546 0.0710
N -0.0049 -1.5178 0.1278
N 1.1286 -1.0736 -0.1486
N 1.0438 0.3077 -0.1870
N -0.2379 0.7294 0.1520
H 1.8175 0.8114 0.3798
H -0.6788 1.6145 -0.2495
*
```

Atomic partial charges in e from the Mulliken method, atoms 1 to 6: number 1, O, carries -0.591; number 2, C, carries 0.494; number 3, N, carries -0.156; number 4, N, carries -0.156; number 5, N, carries -0.060; number 6, N, carries -0.147

# C31H39N2O4PRhS

C31H39N2O4PRhS as an isolated structure (wB97M-V/def2-TZVPD, OMol25).

Calculated values
⟨S²⟩: 6.022
LUMO (spin up / spin down) (eV): -7.7 / -10.7
HOMO-LUMO gap (spin up / spin down) (eV): 8.3 / 6.0

```
! wB97M-V def2-TZVPD RIJCOSX def2/J DEFGRID3
* xyz 3 5
Rh 0.2734 -0.6673 0.3654
C 2.2696 -4.4505 -1.0757
C 2.0878 -3.0729 -0.4408
C 3.0642 -2.8525 0.7089
C 2.1671 -1.9877 -1.5203
C 3.5425 -1.8090 -2.1732
O 3.8891 -0.4316 -1.8742
C 2.9054 0.1282 -1.2112
N 1.8857 -0.6387 -0.9560
C 3.1106 1.5513 -0.8894
C 4.4190 2.0220 -0.9833
C 4.7182 3.3560 -0.7392
C 3.7058 4.2405 -0.4204
C 2.3921 3.7915 -0.3404
C 2.0803 2.4509 -0.5543
P 0.3355 2.0348 -0.3601
C 0.0462 1.6568 1.3635
C 1.1467 1.5722 2.2488
C 0.9299 1.4775 3.6076
C -0.3712 1.4681 4.1038
C -1.4637 1.5202 3.2435
C -1.2678 1.6002 1.8788
C -0.6328 3.3916 -0.9525
C -0.5197 3.6849 -2.3195
C -1.1882 4.7759 -2.8406
C -1.9717 5.5679 -2.0079
C -2.0891 5.2751 -0.6534
C -1.4301 4.1824 -0.1181
H 2.1384 -5.2374 -0.3345
H 3.2747 -4.5636 -1.4862
H 1.5574 -4.6216 -1.8834
H 1.0546 -3.0394 -0.0404
H 4.1003 -2.8563 0.3662
H 2.9778 -3.6613 1.4344
H 2.8987 -1.9064 1.2358
H 1.4081 -2.1939 -2.2791
H 3.5359 -1.9045 -3.2560
H 4.3277 -2.4345 -1.7546
H 5.2114 1.3403 -1.2534
H 5.7408 3.6982 -0.8144
H 3.9240 5.2846 -0.2420
H 1.6081 4.5005 -0.1095
H 2.1584 1.6371 1.8675
H 1.7711 1.4478 4.2862
H -0.5348 1.4300 5.1731
H -2.4684 1.5147 3.6426
H -2.1069 1.6406 1.1990
H 0.0970 3.0724 -2.9664
H -1.0980 5.0143 -3.8911
H -2.4900 6.4249 -2.4161
H -2.6880 5.9064 -0.0121
H -1.5103 3.9776 0.9406
O -2.1382 0.6908 -1.1188
C -2.1887 -0.5137 -1.2775
O -1.4070 -1.3889 -0.7238
C -3.2091 -1.0656 -2.2780
N -3.3430 -2.5587 -2.1028
C -4.5519 -2.7595 -1.2221
C -5.5193 -1.7106 -1.7398
C -4.6361 -0.5106 -2.1241
H -2.7874 -0.8813 -3.2675
H -2.4820 -2.9163 -1.6774
H -3.4859 -3.0184 -3.0027
H -4.2187 -2.5579 -0.2041
H -4.8888 -3.7899 -1.3023
H -6.2600 -1.4578 -0.9852
H -6.0584 -2.0934 -2.6062
H -4.6365 0.2700 -1.3663
H -4.9723 -0.0586 -3.0531
C -1.5156 -3.2064 3.5440
S 0.0609 -2.8523 2.7963
C 1.0619 -2.6902 4.2574
O -0.0945 -1.3926 2.2984
H -1.8177 -2.3416 4.1328
H -1.4011 -4.0853 4.1776
H -2.2318 -3.4174 2.7547
H 1.1821 -3.6815 4.6940
H 0.5844 -2.0085 4.9588
H 2.0321 -2.3122 3.9419
*
```

Atomic partial charges in e from the Mulliken method, atoms 1 to 6: number 1, Rh, carries 0.198; number 2, C, carries -1.673; number 3, C, carries 0.903; number 4, C, carries -1.427; number 5, C, carries -0.271; number 6, C, carries -0.774

# C29H34As2CdCl2N2O3S2

C29H34As2CdCl2N2O3S2 as an isolated structure (wB97M-V/def2-TZVPD, OMol25).

Calculated values
ΔE to the lowest compared entry with this formula, charge and spin (kJ/mol): 0.0
LUMO (eV): 0.6
HOMO-LUMO gap (eV): 8.2

```
! wB97M-V def2-TZVPD RIJCOSX def2/J DEFGRID3
* xyz 0 1
Cd 0.2158 0.7380 0.4023
C -7.0557 3.1693 3.5431
C -5.9123 2.9284 2.5965
C -5.9603 3.3809 1.2840
C -4.8971 3.1710 0.4155
C -3.7753 2.5010 0.8703
C -3.7044 2.0365 2.1779
C -4.7708 2.2516 3.0295
S -2.4010 2.2494 -0.2119
O -2.8041 2.7079 -1.5185
O -1.2373 2.8759 0.3939
N -2.0372 0.6880 -0.1506
C -2.8590 -0.2896 -0.6601
C -4.0952 -0.0598 -1.2987
C -4.8272 -1.1343 -1.7465
C -4.3437 -2.4302 -1.5793
C -3.1240 -2.5698 -0.9573
N -2.3994 -1.5429 -0.5063
H -7.9252 3.5650 3.0205
H -6.7716 3.8868 4.3152
H -7.3484 2.2470 4.0463
H -6.8403 3.9061 0.9327
H -4.9274 3.5265 -0.6056
H -2.8221 1.5091 2.5165
H -4.7208 1.8880 4.0495
H -4.4457 0.9487 -1.4517
H -5.7779 -0.9643 -2.2364
H -4.8920 -3.2952 -1.9224
H -2.6892 -3.5516 -0.8027
Cl -0.4152 0.8334 3.4805
C -0.0091 2.5280 3.3855
C -0.7888 3.4075 4.1129
C -0.5131 4.7624 4.0546
C 0.5350 5.2139 3.2713
C 1.2967 4.3131 2.5466
Cl 2.5865 4.9507 1.5781
C 1.0533 2.9335 2.5658
S 2.0352 1.8084 1.6368
H -1.6007 3.0260 4.7166
H -1.1137 5.4641 4.6170
H 0.7681 6.2675 3.2086
C -0.4395 1.1143 -3.4647
As 0.8332 0.3272 -2.2274
C 0.7541 -1.5359 -2.7848
C 2.5532 0.9009 -2.9360
C 2.6097 1.6750 -4.0923
C 3.8280 2.1035 -4.5964
C 5.0026 1.7547 -3.9484
C 4.9502 0.9873 -2.7951
C 3.7355 0.5586 -2.2689
As 3.6576 -0.4951 -0.6134
C 4.6500 -2.0589 -1.2689
C 5.1248 0.3499 0.3646
H -0.2484 0.8118 -4.4936
H -0.4161 2.1991 -3.3763
H -1.4317 0.7805 -3.1615
H 1.0762 -1.6417 -3.8195
H -0.2766 -1.8732 -2.6752
H 1.3876 -2.1312 -2.1294
H 1.7005 1.9541 -4.6084
H 3.8571 2.7086 -5.4933
H 5.9581 2.0838 -4.3365
H 5.8758 0.7286 -2.2946
H 5.5822 -1.7580 -1.7464
H 4.0398 -2.6044 -1.9879
H 4.8704 -2.7155 -0.4275
H 6.0719 0.2693 -0.1676
H 5.2144 -0.1438 1.3316
H 4.8783 1.3960 0.5370
C 0.2094 -2.2956 1.8915
O 0.0043 -1.5619 0.6921
H 0.2966 -3.3631 1.6774
H -0.6072 -2.1376 2.6006
H 1.1371 -1.9467 2.3418
H -0.9110 -1.7111 0.3230
*
```

Atomic partial charges in e from the Mulliken method, atoms 1 to 6: number 1, Cd, carries 1.842; number 2, C, carries -1.479; number 3, C, carries 1.068; number 4, C, carries -0.779; number 5, C, carries -0.468; number 6, C, carries -0.455

What did we get for total energy? Answer: -9074.561; -67056.897; -212705.739 eV, in the order shown.